[1]
Entry from OMol25: 3 unconnected molecules or ions with the total composition C14H30ClF3N5O4 (ωB97M-V/def2-TZVPD).

Properties
- orbital gap (eV) = 8.05
- LUMO energy (eV) = -3.20
- HOMO energy (hartree) = -0.4135
- E_tot (eV) = -51311.490

ORCA input file:
```
! wB97M-V def2-TZVPD RIJCOSX def2/J DEFGRID3
* xyz 1 1
N 5.074 -1.275 1.547
C 3.978 -0.826 0.888
N 2.921 -1.568 0.589
O 2.784 -2.859 0.991
C 1.948 -0.855 -0.113
C 0.642 -1.420 -0.518
C -0.444 -1.102 0.524
O -0.994 0.185 0.346
C 2.466 0.367 -0.258
Cl 1.776 1.679 -1.036
N 3.734 0.393 0.378
C 4.572 1.581 0.442
F 3.889 2.567 0.989
F 4.952 1.926 -0.775
F 5.641 1.319 1.189
H 5.440 -0.616 2.224
H 4.873 -2.147 2.026
H 3.266 -3.413 0.355
H 0.739 -2.497 -0.631
H 0.364 -1.003 -1.482
H -0.003 -1.180 1.521
H -1.236 -1.843 0.454
H -0.530 0.836 0.887
C -1.053 5.967 2.183
C -0.444 4.841 3.014
C 0.323 3.801 2.189
O -0.487 2.897 1.456
C -1.002 3.393 0.230
N -1.489 4.245 3.847
H -1.975 5.654 1.693
H -1.306 6.806 2.829
H -0.359 6.323 1.420
H 0.292 5.292 3.686
H 0.895 3.176 2.881
H 1.043 4.289 1.516
H -0.281 4.048 -0.270
H -1.948 3.921 0.358
H -1.189 2.526 -0.403
H -1.078 3.592 4.506
H -2.090 3.679 3.255
C -3.917 -4.319 -3.308
C -3.526 -3.142 -2.419
C -2.133 -2.573 -2.709
O -1.046 -3.359 -2.242
C -0.704 -4.464 -3.062
N -3.700 -3.527 -1.016
H -3.452 -5.248 -2.977
H -4.994 -4.470 -3.268
H -3.638 -4.144 -4.348
H -4.230 -2.330 -2.622
H -2.045 -1.618 -2.181
H -2.008 -2.365 -3.780
H -0.841 -4.230 -4.121
H -1.284 -5.352 -2.809
H 0.349 -4.688 -2.887
H -3.587 -2.715 -0.417
H -2.946 -4.158 -0.759
*
```

These are the Mulliken partial charges, in e, on atoms 1 to 4:
1 N -0.497
2 C 0.639
3 N 0.451
4 O -0.452

[2]
Entry from OMol25: 3 unconnected molecules or ions with the total composition C5H11N2O4P (ωB97M-V/def2-TZVPD).

Properties
- orbital gap (eV) = 9.34
- relative energy (zero: lowest compared OMol25 entry of this formula, charge and spin) (kcal per mole) = 151.1
- LUMO energy (eV) = 0.22
- HOMO energy (hartree) = -0.3353
- E_tot (eV) = -25814.016

ORCA input file:
```
! wB97M-V def2-TZVPD RIJCOSX def2/J DEFGRID3
* xyz 0 1
C -2.028 -2.952 -1.331
N -2.277 -4.414 -1.186
O -2.604 -4.830 -0.095
O -2.135 -5.093 -2.182
H -2.188 -2.476 -0.372
H -1.003 -2.828 -1.666
H -2.718 -2.580 -2.082
C 1.762 2.797 3.967
N 1.913 2.044 2.690
O 3.017 1.992 2.190
O 0.910 1.535 2.237
H 2.731 3.192 4.244
H 1.040 3.588 3.789
H 1.384 2.101 4.708
C -1.854 0.406 -1.100
C -0.787 0.522 -1.630
C 0.520 0.632 -2.277
P 1.782 1.030 -0.970
H -2.850 0.543 -0.759
H 0.794 -0.306 -2.760
H 0.441 1.408 -3.040
H 1.289 2.282 -0.581
H 2.862 1.406 -1.792
*
```

These are the Mulliken partial charges, in e, on atoms 1 to 4:
1 C -0.760
2 N 0.867
3 O -0.523
4 O -0.528

[3]
Entry from OMol25: a molecular structure, C3H6Cl2FNO2S (ωB97M-V/def2-TZVPD).

Properties
- orbital gap (eV) = 10.27
- LUMO energy (eV) = -0.51
- HOMO energy (hartree) = -0.3960
- E_tot (eV) = -47388.593

ORCA input file:
```
! wB97M-V def2-TZVPD RIJCOSX def2/J DEFGRID3
* xyz 0 1
O -2.816 -0.194 -0.592
S -2.050 0.918 -1.199
O -2.844 2.125 -1.433
F -1.520 0.386 -2.640
N -0.640 1.290 -0.236
Cl -1.141 1.214 1.409
C 0.458 0.328 -0.575
C 1.418 -0.022 0.598
C 1.032 -1.336 1.358
Cl 1.154 -2.796 0.295
H 1.078 0.832 -1.351
H 0.086 -0.600 -1.066
H 1.609 0.821 1.292
H 2.406 -0.241 0.131
H 1.742 -1.470 2.196
H 0.027 -1.256 1.814
*
```

These are the Mulliken partial charges, in e, on atoms 1 to 4:
1 O -0.508
2 S 1.117
3 O -0.530
4 F -0.206

[4]
Entry from OMol25: 2 unconnected molecules or ions with the total composition C4H11NO (ωB97M-V/def2-TZVPD).

Properties
- orbital gap (eV) = 10.63
- relative energy (zero: lowest compared OMol25 entry of this formula, charge and spin) (kcal per mole) = 42.1
- LUMO energy (eV) = 1.01
- HOMO energy (hartree) = -0.3538
- E_tot (eV) = -7862.728

ORCA input file:
```
! wB97M-V def2-TZVPD RIJCOSX def2/J DEFGRID3
* xyz 0 1
C 4.555 -2.785 2.906
C 5.067 -2.831 1.686
C 4.653 -1.934 0.560
H 4.882 -3.410 3.737
H 3.686 -2.196 3.182
H 5.926 -3.474 1.558
H 5.196 -1.945 -0.386
H 3.611 -2.185 0.316
H 4.605 -0.893 0.862
N -4.986 2.841 -2.882
C -5.469 2.241 -1.686
O -5.758 3.212 -0.656
H -5.658 3.498 -3.254
H -4.093 3.304 -2.786
H -6.423 1.746 -1.843
H -4.750 1.516 -1.293
H -5.044 3.295 -0.021
*
```

These are the Mulliken partial charges, in e, on atoms 1 to 4:
1 C -0.756
2 C 0.091
3 C -0.951
4 H 0.239

[5]
Entry from OMol25: 2 unconnected molecules or ions with the total composition C2H3FN2O6 (ωB97M-V/def2-TZVPD).

Properties
- orbital gap (spin up / spin down) (eV) = 8.72 / 8.72
- relative energy (zero: lowest compared OMol25 entry of this formula, charge and spin) (kcal per mole) = 19.2
- LUMO energy (spin up / spin down) (eV) = -1.39 / -1.39
- HOMO energy (spin up / spin down) (hartree) = -0.3713 / -0.3713
- E_tot (eV) = -20097.556

ORCA input file:
```
! wB97M-V def2-TZVPD RIJCOSX def2/J DEFGRID3
* xyz 0 1
O -2.004 -1.714 -0.271
N -2.013 -0.521 0.005
O -2.810 0.103 0.586
C -0.868 0.195 -0.407
F -1.056 1.544 -0.414
N 0.000 -0.177 -1.320
O 0.868 0.475 -1.874
O 0.157 -1.506 -1.534
H -0.620 -1.962 -1.230
O 0.493 0.244 1.599
C 1.609 0.303 1.232
O 2.325 1.416 1.330
H 2.281 -0.441 0.643
H 1.638 2.042 1.655
*
```

These are the Mulliken partial charges, in e, on atoms 1 to 4:
1 O -0.744
2 N 1.111
3 O -0.550
4 C 0.319

[6]
Entry from OMol25: a gas-phase ion, C4H8IN2 (charge +1) (ωB97M-V/def2-TZVPD).

Properties
- orbital gap (eV) = 9.56
- relative energy (zero: lowest compared OMol25 entry of this formula, charge and spin) (kcal per mole) = 15.5
- LUMO energy (eV) = -4.14
- HOMO energy (hartree) = -0.5036
- E_tot (eV) = -15351.435

ORCA input file:
```
! wB97M-V def2-TZVPD RIJCOSX def2/J DEFGRID3
* xyz 1 1
H 0.681 2.867 -0.684
N 0.077 2.382 -0.031
C 0.059 1.142 -0.030
C -0.835 0.369 0.925
N -0.488 -1.055 0.701
C -0.066 -1.133 -0.723
C 0.796 0.109 -0.868
I 2.768 -0.224 0.063
H -0.674 0.682 1.957
H -1.880 0.558 0.670
H 0.333 -1.294 1.280
H -1.251 -1.697 0.936
H -0.949 -1.054 -1.365
H 0.453 -2.068 -0.936
H 0.975 0.416 -1.895
*
```

These are the Mulliken partial charges, in e, on atoms 1 to 4:
1 H 0.271
2 N -0.569
3 C 0.404
4 C -0.622

[7]
Entry from OMol25: C5H10O2 in the gas phase (ωB97M-V/def2-TZVPD).

Properties
- orbital gap (eV) = 10.32
- relative energy (zero: lowest compared OMol25 entry of this formula, charge and spin) (kcal per mole) = 38.1
- LUMO energy (eV) = 0.85
- HOMO energy (hartree) = -0.3482
- E_tot (eV) = -9441.389

ORCA input file:
```
! wB97M-V def2-TZVPD RIJCOSX def2/J DEFGRID3
* xyz 0 1
O -0.935 -1.407 1.739
C -1.447 -0.714 0.617
C -0.433 0.333 0.151
C 1.024 0.032 0.515
C 1.781 0.883 -0.501
O 0.964 0.950 -1.665
C -0.329 0.447 -1.375
H -1.542 -2.130 1.938
H -1.651 -1.417 -0.206
H -2.400 -0.225 0.869
H -0.694 1.315 0.564
H 1.261 0.291 1.550
H 1.236 -1.033 0.379
H 2.754 0.459 -0.773
H 1.948 1.902 -0.122
H -0.455 -0.547 -1.836
H -1.076 1.120 -1.814
*
```

These are the Mulliken partial charges, in e, on atoms 1 to 4:
1 O -0.510
2 C -0.623
3 C 0.306
4 C -0.682

Values of maximum force, in order: 0.72 1.16 5.36 1.32 4.10 1.20 0.45, all in eV Å⁻¹.